Entry 1:
C10H21N4O | the ωB97M-V functional and the def2-TZVPD basis

Structure (XYZ):
```
36
Properties=species:S:1:pos:R:3
C -1.0833 0.8180 -0.5685
C 3.1744 0.6805 0.3319
C 2.0107 1.6220 0.8222
C 2.6955 -0.0317 -0.9952
C -1.7291 -2.0979 0.2177
C -2.5670 -0.9757 0.8627
C 0.7488 0.8106 1.1091
C 1.8640 -1.3137 -0.8759
C -0.2261 -2.0148 0.2783
C -2.5135 0.3859 0.3209
N 0.2060 0.3481 -0.2073
N -1.1903 2.2457 -0.7303
N -3.4625 1.2577 0.1033
N 0.4386 -1.0193 -0.5807
O -1.4432 0.2094 -1.7838
H 4.1027 1.3060 0.1453
H 3.2842 -0.1347 1.0753
H 2.5270 2.1787 1.6815
H 1.8383 2.3581 0.0982
H 2.1196 0.7392 -1.5848
H 3.5488 -0.3498 -1.5709
H -2.1957 -2.9729 0.7408
H -2.1114 -2.1248 -0.8711
H -3.5259 -1.3366 1.0829
H -1.9774 -0.7039 1.7646
H 1.0190 -0.0191 1.8451
H 0.1121 1.4776 1.6363
H 1.8452 -1.9016 -1.7524
H 2.0851 -2.0029 -0.0572
H 0.1363 -2.1613 1.3253
H 0.0962 -3.0050 -0.1943
H -0.4749 2.5677 -0.2008
H -0.9114 2.4106 -1.7075
H -4.3344 0.9845 0.3535
H -3.4054 2.1563 -0.3296
H -0.7009 -0.3910 -1.7848
```

Summary:
SMILES   N[C@]1(O)C(=[NH2+])CCCN2CCCCCN21
ΔE to the lowest compared entry with this formula, charge and spin   56.8 kcal per mole
Spin multiplicity   1
Net charge   +1

natural (NBO) population analysis, charges in e, atoms 1 to 2: atom 1 (C): 0.553, atom 2 (C): -0.388



Entry 2:
C30H25BiF6N3O8 | the ωB97M-V functional and the def2-TZVPD basis

Structure (XYZ):
```
73
Properties=species:S:1:pos:R:3
Bi 0.9206 -0.2293 0.7788
O 2.3304 2.3176 -0.1764
C 3.2266 2.1959 -1.3095
C 3.2144 0.7464 -1.8415
N 3.0914 -0.3359 -0.7915
C 4.2054 -0.3297 0.1665
C 3.8960 -1.0886 1.5436
O 4.7982 -1.4755 2.2381
O 2.5830 -1.1249 1.7971
C 2.8776 -1.6741 -1.4633
C 1.4157 -1.8000 -2.0386
O 1.1196 -2.5298 -2.9595
O 0.5175 -1.1499 -1.3297
H 2.6004 3.0204 0.4597
H 2.9902 2.8888 -2.1406
H 4.2056 2.3810 -0.9405
H 2.3064 0.7073 -2.4569
H 4.0952 0.5979 -2.5013
H 5.0750 -0.7866 -0.3232
H 4.4164 0.6642 0.4396
H 3.5893 -1.7742 -2.2644
H 3.0746 -2.4536 -0.7319
O -2.1713 4.2712 -3.0087
C -1.6636 4.1277 -1.7038
C -2.1394 2.8181 -1.1456
C -2.1348 2.5343 0.2134
C -2.6183 1.3304 0.6797
N -2.9696 0.3063 -0.1147
C -3.0538 0.6247 -1.4217
C -2.6673 1.8376 -1.9613
C -3.4392 -0.4582 -2.3818
C -2.5577 -1.4720 -2.7063
C -2.9121 -2.4978 -3.6316
C -1.9604 -3.6378 -4.0544
O -0.8524 -3.1257 -4.7440
C -4.1802 -2.3908 -4.2186
C -4.9372 -1.2801 -3.8876
N -4.6362 -0.4203 -2.9207
H -1.7370 4.9635 -3.5465
H -2.0175 4.8449 -1.0158
H -0.5713 4.1491 -1.6682
H -1.6969 3.1920 0.9333
H -2.8349 1.2580 1.7561
H -2.8481 2.0261 -3.0636
H -1.5285 -1.5156 -2.3020
H -2.4748 -4.2695 -4.7621
H -1.6570 -4.2403 -3.1951
H -0.1153 -2.9495 -4.1363
H -4.5938 -3.1425 -4.8352
H -5.8043 -1.0886 -4.5190
F 2.8645 3.0988 7.1641
C 2.4199 2.6410 5.9527
C 2.3205 3.5427 4.8544
F 2.8075 4.7575 5.0259
C 1.7189 3.1216 3.6798
F 1.7936 3.9081 2.5925
C 1.1630 1.7864 3.4923
O 0.5313 1.4318 2.4120
C 1.3731 0.9227 4.6496
F 1.0235 -0.4020 4.4007
C 1.9076 1.3097 5.8557
F 2.1816 0.4482 6.8358
F -3.1912 -3.8162 3.9374
C -2.3259 -3.1471 3.0779
C -0.9711 -3.2004 3.4971
C 0.0525 -2.7429 2.6742
C -0.2717 -2.0904 1.4802
C -1.5457 -2.3343 0.9898
C -2.6623 -2.7106 1.8044
H -0.7951 -3.5395 4.4824
H 1.1326 -2.7735 3.0267
H -1.6770 -2.0267 -0.0673
H -3.6268 -2.7474 1.3892
```

Summary:
ΔE to the lowest compared entry with this formula, charge and spin   30.5 kcal per mole
Spin multiplicity   1
Net charge   -1

Löwdin population analysis, charges in e, atoms 1 to 2: atom 1 (Bi): 1.967, atom 2 (O): -0.145



Entry 3:
C16H21F16N2O7S2 | the ωB97M-V functional and the def2-TZVPD basis

Structure (XYZ):
```
64
Properties=species:S:1:pos:R:3
C -3.3668 -4.4159 2.8842
C -4.3578 -5.3305 2.0410
O -5.1430 -4.7468 1.2449
N -4.4488 -6.8005 2.0929
C -3.1326 -7.4607 2.3552
C -2.2141 -7.4759 1.0230
C -0.6401 -7.4418 1.3357
C -0.0325 -5.9584 1.4598
S 0.6706 -5.3349 -0.1675
O 0.2427 -6.1950 -1.3356
O 2.1783 -5.5352 -0.0258
N 0.4416 -3.6565 -0.3879
S -1.1815 -3.2682 -0.7252
O -1.2210 -2.4433 -2.0070
O -2.0987 -4.4491 -0.8925
H -3.8553 -4.0026 3.8436
H -2.4172 -4.9446 3.2208
H -3.0773 -3.5084 2.2480
H -5.0999 -6.9979 2.8764
H -2.5865 -7.0616 3.2737
H -3.3714 -8.5679 2.5716
H -2.4812 -6.5288 0.4472
H -2.4772 -8.3521 0.3256
H -0.0522 -8.1085 0.6114
H -0.5122 -7.9352 2.3735
H -0.7708 -5.1984 1.8839
H 0.8248 -6.0380 2.2245
H -1.7133 -2.4930 0.3234
C -0.3673 2.2878 -4.8590
C -0.4498 3.0529 -3.5198
C 0.8785 3.5418 -2.9415
F 1.7254 2.5369 -2.6655
F 0.6696 4.1968 -1.7665
F -1.1220 2.2975 -2.6222
F -1.2307 4.1549 -3.7420
O -0.3970 0.8577 -4.7975
C 0.8280 0.1879 -4.5726
C 0.8445 -0.5849 -3.2491
F 0.6365 0.2344 -2.1931
F 2.0484 -1.1755 -3.0516
F 1.8492 1.0630 -4.6881
F 0.9677 -0.6814 -5.5992
H -1.2795 2.5442 -5.4053
H 0.4450 2.6492 -5.4951
H 1.3757 4.2367 -3.6253
H 0.0716 -1.3568 -3.2348
C 1.1821 6.5350 1.9921
C 1.2792 7.3465 0.6818
C 2.4224 6.9682 -0.2600
F 3.6341 7.1432 0.3002
F 2.3999 7.7513 -1.3702
F 1.3131 8.6676 0.9844
F 0.1089 7.1470 0.0071
O 1.7378 7.1320 3.1737
C 3.1189 6.9584 3.4066
C 3.8915 8.2821 3.3816
F 3.7636 8.9117 2.1944
F 5.2166 8.0677 3.5690
F 3.6127 6.0455 2.5519
F 3.2210 6.4076 4.6382
H 0.1147 6.4574 2.2167
H 1.5122 5.5010 1.8667
H 2.3371 5.9274 -0.5867
H 3.5339 8.9569 4.1619
```

Summary:
Spin multiplicity   1
Net charge   -1

natural (NBO) population analysis, charges in e, atoms 1 to 2: atom 1 (C): -0.741, atom 2 (C): 0.684



Entry 4:
C3H4BN | the ωB97M-V functional and the def2-TZVPD basis

Structure (XYZ):
```
9
Properties=species:S:1:pos:R:3
B -0.1482 -1.3283 0.0054
C 2.3504 -0.1948 -0.0166
C 0.3929 1.3668 -0.1434
C 1.0338 0.2066 -0.1493
N 3.4854 -0.3482 0.2430
H -1.0079 -1.6157 -0.7875
H 0.1012 -2.0556 0.9978
H 0.8872 2.3148 -0.0801
H -0.6990 1.1909 0.0775
```

Summary:
SMILES   BC(=C)C#N
ΔE to the lowest compared entry with this formula, charge and spin   43.6 kcal per mole
Spin multiplicity   1

natural (NBO) population analysis, charges in e, atoms 1 to 2: atom 1 (B): 0.483, atom 2 (C): 0.223



Number 1: frontier orbital gap 9.05 eV, highest occupied orbital energy -12.54 eV. Number 2: frontier orbital gap 7.31 eV, highest occupied orbital energy -5.28 eV. Number 3: frontier orbital gap 8.05 eV, highest occupied orbital energy -6.07 eV. Number 4: frontier orbital gap 9.60 eV, highest occupied orbital energy -10.36 eV.